No. 1
{
  "formula": "C26H45N4O12P",
  "method": "the ωB97M-V functional and the def2-TZVPD basis",
  "lumo_ev": -0.7,
  "homo_lumo_gap_ha": 0.300,
  "spin_multiplicity": 1,
  "charge": 0,
  "smiles": "CCCCCc1c(NCC)c(N)c(NCC)c2c1C(=O)N([PH2]=O)C2=O.COC(=O)OC.COC(=O)OC.COC(=O)OC",
  "elements": ["P", "O", "O", "O", "O", "O", "O", "O", "O", "O", "O", "O", "O", "N", "N", "N", "N", "C", "C", "C", "C", "C", "C", "C", "C", "C", "C", "C", "C", "C", "C", "C", "C", "C", "C", "C", "C", "C", "C", "C", "C", "C", "C", "H", "H", "H", "H", "H", "H", "H", "H", "H", "H", "H", "H", "H", "H", "H", "H", "H", "H", "H", "H", "H", "H", "H", "H", "H", "H", "H", "H", "H", "H", "H", "H", "H", "H", "H", "H", "H", "H", "H", "H", "H", "H", "H", "H", "H"],
  "coordinates": [[2.60678, -3.76082, 0.00732], [2.02173, -2.29048, 5.93446], [0.21709, -2.70983, 1.55273], [-0.21444, 6.35723, 1.38183], [1.57606, -4.39517, 5.24688], [-0.99519, 8.47581, 1.30994], [-5.54831, -4.48385, -0.31804], [2.09807, -4.07447, 7.31780], [3.47069, -4.42194, -0.97451], [-3.56017, -4.36148, -1.15233], [-1.37779, 7.17571, -0.37206], [-4.60648, -2.44611, -0.57013], [1.46738, -3.22425, -2.85052], [-0.65194, 1.91644, -3.05327], [1.02015, -3.29640, -0.54721], [-1.33637, 2.22441, -0.37825], [-0.83753, 0.20418, 1.49724], [1.33781, -3.87415, 3.93289], [-3.14181, 1.48976, -3.24062], [0.34933, 0.44125, 2.36772], [2.87411, 0.82445, -3.33705], [-0.36772, 0.86684, -2.15383], [-1.23789, 5.89932, -0.99489], [1.90888, -3.47133, 6.14393], [-1.79909, 1.64604, -3.94518], [-0.80380, 7.25039, 0.82945], [0.76916, -0.46115, -4.01625], [-2.44718, -3.57329, -1.57257], [0.27512, -0.30410, -2.59649], [-4.57583, -3.64568, -0.67043], [1.82956, 0.58589, -4.42640], [0.47067, -1.32186, -1.67572], [4.21307, -0.55737, -1.67373], [-0.72442, 1.01616, -0.80275], [-6.70854, -3.84527, 0.22143], [1.06750, -2.68651, -1.86608], [0.09599, -1.17638, -0.33868], [0.41304, -2.41614, 0.39986], [-0.47653, -0.00496, 0.11834], [2.46393, -3.19099, 8.38015], [-0.42733, 8.69667, 2.60450], [1.35953, 1.41130, 1.76426], [3.84700, -0.35648, -3.14522], [-1.69269, -4.26374, -1.94062], [0.86033, 2.26441, 1.30489], [-1.69635, 2.07912, 0.56253], [3.45279, 1.70847, -3.61950], [-1.70915, 5.12553, -0.39099], [2.41822, 1.06608, -2.37318], [3.10848, -2.53831, 0.50028], [4.77606, -0.12277, -3.66949], [-1.24653, -0.67311, 1.80616], [-1.85690, 2.45545, -4.67470], [1.36142, 1.53266, -4.68492], [1.19158, -1.45128, -4.14763], [-2.73786, -2.90119, -2.37912], [4.79448, 0.29035, -1.30421], [-0.86951, 8.02370, 3.33646], [-3.41718, 2.37318, -2.66518], [-0.66038, 9.72520, 2.86258], [-0.06643, -0.39429, -4.71480], [-3.17471, 0.61052, -2.59637], [-1.60776, 0.73875, -4.51581], [4.81281, -1.45713, -1.52560], [3.40274, -2.68835, 8.15528], [2.58288, -3.81410, 9.26156], [-2.03803, -3.00193, -0.74104], [-0.60810, 2.92894, -0.27287], [1.99587, 1.79887, 2.56015], [0.85182, -0.49979, 2.60131], [0.51597, -3.16730, 3.94349], [-0.89414, 2.74044, -2.51639], [-0.02374, 0.87766, 3.29397], [2.33418, -4.55593, 1.12594], [3.31646, -0.63503, -1.05012], [-1.74218, 5.96480, -1.95484], [-3.91184, 1.35151, -4.00475], [-7.40615, -4.64239, 0.46009], [-0.18596, 5.66330, -1.15359], [3.45006, -1.28617, -3.55694], [2.34724, 0.18312, -5.30036], [2.23956, -3.39326, 3.55527], [-7.15249, -3.17426, -0.51142], [0.65176, 8.55875, 2.57786], [1.68188, -2.45407, 8.55312], [2.01556, 0.93668, 1.03352], [-6.45697, -3.29311, 1.12490], [1.07860, -4.72129, 3.30655]],
  "forces_ev_per_a": [[-0.04, -0.83, -0.18], [0.00, 0.00, 0.00], [0.17, 0.01, -0.07], [0.00, -0.01, 0.00], [0.01, -0.03, -0.01], [-0.01, -0.01, -0.03], [0.01, -0.01, -0.01], [-0.01, -0.02, -0.01], [0.02, 0.17, -0.11], [-0.01, 0.00, 0.03], [0.03, 0.02, 0.02], [0.00, 0.01, 0.00], [0.09, -0.22, 0.08], [-0.23, -0.13, 0.04], [1.36, -0.38, 0.30], [0.33, 0.01, 0.12], [0.37, -0.37, -0.43], [0.03, -0.07, 0.01], [-0.20, 0.00, -0.30], [-0.01, 0.32, -0.10], [0.42, -0.04, -0.26], [-0.10, -0.01, 0.16], [-0.06, -0.16, -0.17], [0.00, -0.02, 0.01], [-0.06, -0.08, -0.11], [-0.03, 0.04, 0.00], [0.04, 0.34, -0.20], [0.26, 0.01, -0.21], [-0.03, -0.35, -0.55], [0.01, -0.04, 0.01], [0.04, -0.19, 0.45], [-0.15, 0.11, 0.06], [0.06, -0.08, -0.05], [0.24, 0.02, 0.09], [-0.14, -0.02, 0.06], [-0.76, 0.88, 0.44], [-0.04, -0.09, -0.19], [-0.39, 0.39, -0.80], [-0.22, 0.04, 0.63], [0.03, 0.01, 0.14], [0.02, 0.10, 0.12], [-0.01, -0.03, 0.14], [0.12, 0.30, 0.43], [-0.09, -0.12, 0.05], [0.04, 0.03, -0.01], [-0.03, -0.09, -0.03], [-0.01, 0.02, 0.08], [0.04, -0.01, 0.02], [-0.21, 0.01, -0.09], [-0.13, -0.03, 0.14], [-0.07, -0.23, -0.23], [-0.13, 0.15, 0.17], [0.09, 0.07, 0.06], [-0.07, -0.03, -0.09], [-0.05, -0.06, 0.13], [-0.02, 0.09, 0.08], [-0.06, 0.02, 0.04], [0.04, -0.05, -0.02], [0.11, -0.02, 0.10], [-0.04, 0.00, -0.07], [0.03, -0.06, 0.00], [0.09, 0.07, 0.12], [0.11, 0.04, 0.01], [-0.02, -0.02, -0.01], [-0.03, 0.05, -0.04], [-0.02, -0.06, -0.05], [-0.13, 0.06, 0.02], [-0.18, 0.16, -0.12], [0.02, -0.02, -0.01], [-0.03, -0.03, 0.09], [0.02, 0.08, 0.03], [0.00, -0.02, 0.01], [-0.06, -0.16, 0.06], [-0.20, 0.26, 0.14], [-0.02, -0.01, -0.02], [-0.03, 0.12, 0.03], [-0.01, -0.02, 0.04], [0.06, -0.05, -0.03], [0.01, -0.02, 0.07], [-0.07, 0.03, -0.02], [-0.08, 0.18, -0.14], [-0.05, 0.08, -0.01], [0.05, 0.05, 0.02], [-0.01, -0.07, 0.00], [0.03, 0.04, -0.05], [-0.11, 0.02, -0.12], [0.02, 0.05, -0.04], [-0.01, -0.07, 0.09]],
  "lowdin_charge": [0.733, 0.118, 0.092, 0.118, 0.012, 0.008, 0.007, 0.004, -0.373, 0.017, 0.009, 0.120, 0.143, 0.035, -0.057, 0.110, 0.015, -0.062, -0.083, -0.227, -0.208, -0.158, -0.050, -0.625, -0.235, -0.624, -0.116, -0.032, -0.083, -0.622, -0.183, -0.040, -0.112, -0.172, -0.038, -0.386, -0.052, -0.429, -0.157, -0.041, -0.036, -0.073, -0.236, 0.099, 0.062, 0.089, 0.110, 0.083, 0.098, 0.036, 0.106, 0.113, 0.114, 0.095, 0.095, 0.103, 0.076, 0.098, 0.068, 0.094, 0.103, 0.072, 0.094, 0.071, 0.097, 0.093, 0.083, 0.082, 0.079, 0.098, 0.084, 0.095, 0.111, 0.021, 0.040, 0.096, 0.074, 0.093, 0.098, 0.100, 0.115, 0.091, 0.097, 0.098, 0.097, 0.068, 0.097, 0.086]
}


No. 2
{
  "formula": "C26H46BFO15P2",
  "method": "the ωB97M-V functional and the def2-TZVPD basis",
  "lumo_ev": 3.2,
  "homo_lumo_gap_ha": 0.168,
  "spin_multiplicity": 1,
  "charge": -2,
  "elements": ["P", "P", "F", "O", "O", "O", "O", "O", "O", "O", "O", "O", "O", "O", "O", "O", "O", "O", "C", "C", "C", "C", "C", "C", "C", "C", "C", "C", "C", "C", "C", "C", "C", "C", "C", "C", "C", "C", "C", "C", "C", "C", "C", "C", "B", "H", "H", "H", "H", "H", "H", "H", "H", "H", "H", "H", "H", "H", "H", "H", "H", "H", "H", "H", "H", "H", "H", "H", "H", "H", "H", "H", "H", "H", "H", "H", "H", "H", "H", "H", "H", "H", "H", "H", "H", "H", "H", "H", "H", "H", "H"],
  "coordinates": [[1.97213, 1.37234, 2.81140], [1.00179, 1.50943, -3.69554], [2.31515, -2.25221, -0.18704], [1.60799, -0.20973, 0.75885], [0.60851, -2.17335, 1.48886], [1.46360, 2.90079, -3.50649], [3.37123, -1.16138, 3.05455], [-0.86753, -0.70789, 4.21168], [1.37744, 4.57342, 6.17696], [-0.40237, 1.49039, -4.49647], [1.43908, 2.68319, 1.87831], [-0.40895, -8.67291, 3.39560], [1.89754, 0.65458, -4.69894], [-4.91699, 0.70626, -6.80953], [0.23432, -6.54184, 3.19517], [0.30663, 5.73569, 4.59421], [-5.63139, 1.64604, -4.90564], [2.39344, -3.15147, 3.40448], [0.00552, -1.75609, 3.76552], [0.43513, -7.85460, 3.12013], [2.39450, -1.94288, 3.06279], [-0.43178, 0.56834, 1.68021], [1.39839, 5.41338, 5.33282], [0.74243, -0.89039, -2.20497], [1.09230, 1.69873, 4.39750], [-5.63572, 0.72140, -5.65732], [-2.20978, -0.95180, 3.86896], [-5.71415, -1.48907, -6.52988], [0.68701, 0.64070, -2.15768], [1.92740, 7.35738, 4.06929], [0.06125, -1.47848, -0.94215], [3.88878, 0.75137, -3.16409], [1.40254, -5.80424, 2.70094], [-6.42056, -0.57344, -5.53147], [0.98705, 0.02430, 2.00666], [0.65535, 6.67720, 3.57143], [3.08577, -0.00091, -4.20594], [0.99649, -1.39930, 2.63718], [2.54601, -6.79727, 2.83419], [2.58822, 6.23379, 4.86627], [-5.19014, -0.48876, -7.55321], [-2.66062, 2.26978, -4.77647], [1.84224, -8.13784, 2.62063], [-1.25622, 2.61676, -4.27107], [1.15206, -1.54064, 0.26105], [0.02261, 1.50005, 4.36856], [1.21677, 2.76105, 4.59015], [0.81212, 6.13017, 2.63959], [1.58618, 1.15808, 5.20018], [3.35570, -6.60079, 2.13543], [-5.93225, -0.25527, -8.32153], [-2.31128, -1.30006, 2.83990], [-4.87751, -1.98807, -6.04039], [3.16194, 6.59025, 5.71671], [0.59542, -2.06843, 4.62678], [-6.35333, -2.25409, -6.96714], [-0.79846, -0.86079, -0.68373], [-0.55822, -2.63142, 3.44674], [-0.17198, 7.37072, 3.43693], [-0.88323, 3.49869, -4.78320], [1.78316, -8.40779, 1.56423], [1.67015, 8.18180, 4.73752], [1.21473, -5.51892, 1.66558], [-0.26238, -2.50475, -1.13667], [-0.34363, 1.13213, 0.75766], [3.21401, 5.59898, 4.23741], [-0.78254, 1.25866, 2.45102], [2.14674, 3.32575, 1.89319], [0.26369, -1.28213, -3.10538], [-2.62380, -1.73141, 4.52056], [-1.15343, -0.23280, 1.57317], [-1.29986, 2.81559, -3.20074], [2.95562, -6.75164, 3.84489], [-2.77410, -0.02507, 3.96375], [-0.33204, 0.92747, -1.88381], [-2.58497, 1.43088, -5.46100], [1.33005, 1.06159, -1.38699], [1.77988, -1.21070, -2.13557], [4.90310, 0.35079, -3.18736], [1.56409, -4.89651, 3.28159], [3.52112, 0.62585, -2.14824], [2.54166, 7.75615, 3.26389], [-7.45687, -0.37693, -5.81063], [2.83678, -1.00360, -3.87010], [2.28937, -8.95359, 3.18477], [-3.34296, 2.05251, -3.96309], [-3.07199, 3.13979, -5.28530], [-6.37698, -0.94549, -4.51230], [3.71450, -0.12893, -5.08746], [3.95479, 1.80978, -3.40372], [-4.27341, -0.81629, -8.03763]],
  "forces_ev_per_a": [[1.56, -0.26, 0.20], [-0.37, 0.92, 0.34], [-0.04, -0.05, -0.42], [0.08, 0.11, -0.33], [-0.42, 0.15, -0.20], [0.16, -0.03, -0.03], [-0.50, -0.10, 0.21], [-0.32, -0.16, -0.34], [-0.09, 0.18, 0.32], [0.34, -0.24, -0.27], [-0.87, 0.19, 0.06], [-0.02, -0.01, 0.09], [-0.07, -0.34, 0.33], [-0.01, 0.01, -0.04], [0.06, -0.02, -0.02], [-0.05, 0.14, 0.07], [-0.10, 0.12, -0.06], [-0.02, -0.13, 0.19], [0.55, 0.27, 0.46], [-0.03, -0.07, -0.19], [0.77, 0.56, 0.20], [0.21, 0.23, 0.73], [0.19, -0.24, -0.19], [-0.42, -0.11, 0.88], [-0.32, 0.19, -0.45], [-0.23, -0.06, 0.08], [0.27, -0.18, 0.05], [-0.09, -0.01, 0.09], [-0.01, -0.21, -0.46], [0.10, -0.04, 0.04], [0.70, 0.06, -0.37], [0.18, -0.04, 0.03], [0.19, 0.07, 0.09], [0.38, -0.27, -0.17], [-0.39, 0.31, -0.52], [0.07, 0.05, -0.12], [0.44, -0.13, -0.46], [-0.42, -0.62, -0.79], [-0.04, -0.20, -0.06], [-0.24, 0.37, -0.12], [0.00, -0.13, -0.04], [0.53, 0.50, 0.20], [0.24, 0.32, 0.24], [-0.68, -0.38, 0.13], [0.22, 0.00, 1.34], [0.01, -0.21, 0.17], [0.14, 0.07, 0.06], [0.02, -0.02, 0.01], [-0.08, -0.21, 0.07], [-0.04, 0.07, -0.03], [-0.02, 0.00, 0.01], [0.00, -0.03, -0.10], [0.02, 0.00, -0.01], [0.09, -0.17, 0.03], [-0.06, 0.08, 0.14], [-0.02, 0.05, -0.05], [-0.23, -0.12, 0.09], [-0.12, 0.01, -0.14], [-0.08, -0.08, 0.05], [0.34, -0.01, 0.01], [-0.03, -0.06, 0.00], [-0.02, 0.01, -0.01], [-0.09, 0.00, 0.01], [-0.15, -0.03, -0.06], [-0.04, -0.01, -0.14], [0.03, -0.07, 0.07], [-0.17, -0.09, -0.01], [0.23, -0.10, -0.14], [0.16, 0.14, -0.28], [-0.21, 0.05, 0.07], [0.01, -0.11, -0.21], [0.14, 0.24, 0.06], [0.01, 0.04, 0.00], [-0.03, 0.06, 0.17], [-0.06, 0.20, -0.02], [-0.19, -0.03, -0.11], [0.10, -0.15, 0.13], [0.04, -0.13, -0.38], [0.04, -0.09, 0.08], [-0.26, 0.06, -0.10], [-0.16, 0.04, 0.04], [-0.02, -0.06, -0.05], [-0.03, 0.03, 0.06], [-0.19, 0.02, 0.13], [-0.12, -0.15, -0.12], [0.00, -0.31, 0.05], [-0.15, -0.09, -0.21], [-0.13, 0.14, 0.07], [-0.09, 0.11, -0.17], [-0.11, 0.10, 0.00], [0.06, 0.12, 0.02]],
  "lowdin_charge": [0.985, 0.490, 0.063, -0.022, 0.043, -0.289, -0.061, -0.210, 0.122, -0.221, -0.350, 0.064, -0.200, 0.016, 0.037, 0.025, 0.123, -0.069, -0.097, -0.523, -0.635, -0.043, -0.497, -0.237, -0.258, -0.484, -0.141, -0.154, -0.208, -0.161, -0.069, -0.076, -0.112, -0.073, -0.520, -0.159, -0.267, -0.295, -0.153, -0.074, -0.161, -0.075, -0.094, -0.283, -0.964, 0.020, -0.010, 0.128, 0.038, 0.115, 0.121, 0.078, 0.121, 0.119, 0.122, 0.111, 0.079, 0.126, 0.119, 0.105, 0.121, 0.110, 0.136, 0.092, 0.072, 0.132, 0.059, -0.003, 0.103, 0.080, 0.066, 0.109, 0.116, 0.081, 0.095, 0.068, 0.100, 0.081, 0.077, 0.088, 0.080, 0.110, 0.126, 0.101, 0.110, 0.062, 0.071, 0.126, 0.106, 0.073, 0.124]
}